19
Properties=species:S:1:pos:R:3 method="wB97M-V/def2-TZVPD" total_charge=+1 multiplicity=1 e_homo_ha=-0.485 smiles="C[N+](C)=COC=C=[N+]([O-])O" e_above_lowest_kj_mol=619.5 gap_ev=9.17
O -3.1685 -4.3048 -0.4890
O -0.5513 -1.2912 0.0315
O -1.5623 -4.7935 -1.9590
N 0.3622 0.7532 0.1059
N -1.8699 -4.2139 -0.9406
C -0.5096 -2.6142 0.4775
C -1.1237 -3.5645 -0.1356
C 0.0481 -0.3990 0.6439
C -0.1445 1.1869 -1.1162
C 1.3299 1.6705 0.7983
H -3.7939 -4.7853 -1.1013
H -1.0993 1.8556 -1.0749
H 0.9914 2.5709 1.2762
H -0.3541 0.3153 -1.6883
H 0.4439 -0.6216 1.5515
H 1.9701 2.1036 -0.0631
H 0.7355 1.7020 -1.6316
H 2.0000 1.3567 1.6742
H 0.1809 -2.7210 1.4241



40
Properties=species:S:1:pos:R:3 method="wB97M-V/def2-TZVPD" multiplicity=1 e_homo_ha=-0.315 smiles="CCCCCn1c(CNC(C)=O)nc2ccccc21" e_above_lowest_kj_mol=0.0 gap_ev=9.37
O -2.3827 -2.5812 -2.1816
N -0.1383 -2.3980 -2.2427
N 1.6972 -1.2609 -0.6017
N 0.8836 0.8159 -0.7253
C 0.0256 1.9196 -1.0674
C -1.9413 1.0846 0.3124
C -1.0706 -4.5959 -2.0025
C -1.2895 -3.1053 -2.1362
C 2.4049 -0.4673 0.2655
C 3.4604 -0.7768 1.1144
C 3.9885 0.2450 1.8751
C -2.9468 1.3927 1.4223
C -2.3068 1.4955 2.8021
C 3.4916 1.5472 1.7992
C 0.8137 -0.4790 -1.1569
C 2.4433 1.8750 0.9627
C -0.1396 -0.9565 -2.2007
C -0.9698 2.2344 0.0551
C 1.9020 0.8524 0.2002
H -2.4931 0.8706 -0.6064
H 3.9396 2.3166 2.4105
H -1.5282 3.1308 -0.2221
H -0.5695 -4.8087 -1.0607
H -1.1669 -0.6405 -1.9902
H -0.5090 1.6743 -1.9875
H 0.6548 2.7964 -1.2562
H 0.7466 -2.8264 -2.0140
H -0.4500 -4.9585 -2.8181
H -1.7361 0.5963 3.0241
H 2.0696 2.8866 0.9059
H 0.1550 -0.5486 -3.1799
H 4.8092 0.0389 2.5461
H -3.6914 0.5944 1.4387
H -2.0296 -5.1049 -2.0214
H -1.3811 0.1865 0.5834
H -3.4669 2.3252 1.1908
H -0.4104 2.4502 0.9659
H -1.6394 2.3513 2.8667
H -3.0741 1.6106 3.5641
H 3.8456 -1.7824 1.1664



17
Properties=species:S:1:pos:R:3 method="wB97M-V/def2-TZVPD" multiplicity=1 e_homo_ha=-0.319 smiles=OB(O)c1nccnc1C(F)(F)F e_above_lowest_kj_mol=0.0 gap_ev=8.75
F -1.6364 1.4171 -0.3492
F -2.7877 0.2861 1.0971
F -2.5835 -0.4193 -0.9454
O 0.6719 2.0702 1.3580
O 0.8267 2.4611 -1.0565
N -0.5024 -1.8339 0.5812
N 1.5790 -0.7286 -0.7483
C 0.5796 -2.5780 0.2903
C -1.9255 0.1335 0.0772
C -0.6696 -0.5771 0.4044
C 0.8718 0.1696 -0.2957
C 1.4628 -2.0267 -0.6168
B 0.8337 1.7131 0.0599
H 0.3111 2.8708 1.6646
H 1.9568 -2.6484 -1.1973
H 0.5778 -3.6060 0.5951
H 0.4340 3.2965 -0.9184



16
Properties=species:S:1:pos:R:3 method="wB97M-V/def2-TZVPD" total_charge=-1 multiplicity=1 e_homo_ha=-0.135 e_above_lowest_kj_mol=168.6 gap_ev=7.57
O 0.7050 -1.7861 0.7336
O 1.8196 -3.1451 2.5841
N -0.8785 2.4834 -1.9773
C -0.8903 1.3240 -0.8755
C 0.3026 0.4245 -0.5391
C -0.1993 -0.6994 0.5550
H 1.2437 0.9393 -0.1344
H -0.3312 -0.0341 1.5391
H 0.4069 -0.2219 -1.4692
H 1.3103 -3.0724 3.3913
H -1.6891 0.5970 -1.1654
H -0.1600 3.1777 -1.9001
H 1.1743 -2.6195 1.7100
H -0.6174 1.9301 -2.7733
H -1.1455 -1.1180 0.2081
H -1.0510 1.8204 0.1129



55
Properties=species:S:1:pos:R:3 method="wB97M-V/def2-TZVPD" multiplicity=3 e_homo_ha="-0.172 / -0.277" s2=2.04 e_above_lowest_kj_mol=0.0 gap_ev="4.40 / 7.24"
Br -11.6545 -12.1094 1.9076
Br -18.5622 -8.0643 -0.9045
Ti -13.4456 -9.4880 4.3393
O -13.2189 -7.7369 3.1237
O -10.4650 -8.3148 6.7959
O -12.4593 -8.5457 5.7054
O -14.3346 -10.1454 2.6976
N -12.3482 -6.4975 1.4046
N -11.7165 -6.1273 3.6005
N -13.9967 -10.8307 5.6518
N -15.4744 -8.9074 4.6870
N -11.2212 -10.2660 3.9024
C -12.4689 -6.8101 2.7362
C -15.2818 -9.7038 1.8855
C -16.4284 -8.8090 8.3346
C -10.7315 -5.1579 3.2060
C -12.8999 -12.0137 7.4493
C -17.4731 -8.5248 1.6296
C -15.6851 -9.1828 6.0780
C -14.5907 -10.3489 7.9535
C -14.7542 -10.1318 6.5576
C -8.4301 -10.3089 3.7592
C -13.6795 -11.3350 8.3630
C -17.3294 -8.7119 0.2866
C -15.4595 -9.6624 8.8529
C -16.2547 -9.4149 -0.3066
C -16.4237 -9.0378 2.4513
C -9.1542 -11.0558 2.8639
C -16.4385 -8.7645 3.8369
C -10.4568 -9.5631 4.7868
C -9.0597 -9.6172 4.8106
C -11.1237 -8.7136 5.8527
C -10.5893 -11.0031 3.0271
C -16.5394 -8.5250 6.9409
C -15.2669 -9.9581 0.4832
C -13.1062 -11.7645 6.0764
H -8.7431 -11.6734 2.0714
H -18.3038 -8.0038 2.0983
H -17.1109 -8.3241 9.0292
H -7.3657 -10.1944 3.6163
H -12.1213 -5.5553 1.0943
H -17.2004 -7.7413 6.5568
H -16.2345 -9.4708 -1.3826
H -11.8590 -6.2959 4.5794
H -12.5214 -12.2273 5.3028
H -13.6133 -11.5863 9.4460
H -12.1233 -12.7308 7.8023
H -9.9968 -5.6568 2.6043
H -8.5199 -9.0860 5.5995
H -10.2681 -4.7427 4.0946
H -11.2105 -4.3332 2.6547
H -17.3788 -8.3356 4.1933
H -15.3320 -9.7384 9.9481
H -13.0500 -6.9492 0.8359
H -14.4196 -10.5609 0.1171



58
Properties=species:S:1:pos:R:3 method="wB97M-V/def2-TZVPD" total_charge=+2 multiplicity=1 e_homo_ha=-0.523 e_above_lowest_kj_mol=0.0 gap_ev=5.94
Ce -0.2479 -0.4347 -0.0672
S -3.4702 -7.3644 -2.3601
S -1.1445 -6.0300 -1.1181
S -2.7859 -2.1744 -0.1443
S -3.7230 -4.6291 -1.3264
S 0.0588 -3.8221 0.3678
F 0.0128 0.3862 -2.1896
F 0.3995 -1.1969 1.6957
F -1.9917 -0.4617 4.5444
F 1.0095 2.1577 -3.3699
O -0.5111 2.5980 -1.6503
O -2.5252 -0.0547 2.3543
O -0.6182 -2.0817 -2.3312
O -0.4824 0.8768 3.4457
O 1.7585 1.7030 -1.2302
N 1.7083 -1.7218 -1.0488
N 1.4001 1.3743 0.0529
N -1.1340 1.9578 -0.6398
N -2.2537 0.6108 1.1644
N 0.0359 1.2621 2.2210
C 0.5628 -2.2374 -3.1385
C 2.7936 -1.7631 -0.2516
C 3.9756 -2.3528 -0.6286
C 1.7681 -2.3014 -2.2542
C 4.0402 -2.9441 -1.8823
C 2.9210 -2.9265 -2.6952
C 2.3004 3.5658 0.7124
C -2.8187 -6.1171 -1.6313
C 1.8777 2.2841 3.5442
C 1.1407 1.8970 2.3102
C -1.1725 -4.4531 -0.4446
C -2.4905 -3.7142 -0.6249
C 1.6460 2.2564 0.9483
C -2.0962 2.5759 -0.0675
C -2.5925 3.9278 -0.4351
C -2.6460 1.8234 1.1051
C -3.4534 2.5197 2.1381
B 0.6184 1.8021 -2.1521
B -1.6493 0.1147 3.4275
H 4.8182 -2.3583 0.0479
H 1.7055 4.3505 1.1851
H -4.1801 3.1770 1.6615
H 3.2858 3.5796 1.1878
H 4.9502 -3.4256 -2.2159
H -2.4056 4.6327 0.3789
H -3.6714 3.8998 -0.5990
H 0.6582 -1.3969 -3.8282
H -1.2936 -1.6869 -2.8985
H -2.1049 4.2880 -1.3336
H 2.1031 3.3514 3.5296
H -2.7946 3.1549 2.7412
H 0.4880 -3.1542 -3.7215
H 2.6869 -1.3165 0.7284
H 1.3139 2.0456 4.4384
H 2.4230 3.7658 -0.3455
H 2.8329 1.7536 3.5753
H 2.9344 -3.3951 -3.6710
H -3.9711 1.8223 2.7886



10
Properties=species:S:1:pos:R:3 method="wB97M-V/def2-TZVPD" total_charge=-1 multiplicity=1 e_homo_ha="-0.117 / -0.162" e_above_lowest_kj_mol=264.2 gap_ev="6.41 / 8.19"
S -1.6430 1.5764 -0.0219
O 1.9773 0.6482 -0.2427
O -1.6883 1.9277 1.3937
O -2.7343 0.6443 -0.4595
O -1.3513 2.6470 -0.9958
C 1.0191 -0.0136 -0.0654
C 1.0739 -1.5469 0.0303
H 0.7695 -2.1007 -0.8129
H 0.4193 -1.8452 0.9158
H 2.1577 -1.9373 0.2582



17
Properties=species:S:1:pos:R:3 method="wB97M-V/def2-TZVPD" multiplicity=1 e_homo_ha=-0.327 smiles="C/C=C/[C@H](C)N" e_above_lowest_kj_mol=77.8 gap_ev=10.05
N -1.2742 -0.4728 -1.3686
C 1.0013 -1.0747 0.2638
C 1.9840 -1.4170 1.3887
C 0.4661 0.1815 0.1892
C -0.4676 0.6326 -0.8542
C -1.3829 1.7154 -0.3080
H 1.5585 -2.2820 1.9485
H -1.9031 -0.1316 -2.0567
H -1.9571 1.3198 0.5643
H -0.8308 2.6156 0.0147
H 0.7134 -1.8728 -0.4305
H 3.0225 -1.7621 1.0615
H -2.1044 1.9926 -1.0860
H 0.1337 1.0116 -1.6916
H 2.1275 -0.5657 2.0929
H -1.8581 -0.8672 -0.6414
H 0.7711 0.9767 0.9133



8
Properties=species:S:1:pos:R:3 method="wB97M-V/def2-TZVPD" multiplicity=1 e_homo_ha="-0.332 / -0.347" e_above_lowest_kj_mol=427.9 gap_ev="6.49 / 7.52"
S -1.6603 1.5156 0.2704
O -0.7640 -1.3016 0.8516
N 0.5561 0.2431 -0.4913
C -0.3505 1.1194 -0.7340
C 0.3786 -0.8904 0.4500
H -0.3216 1.7171 -1.7216
H 1.0862 -0.7049 1.2167
H 1.0755 -1.6982 0.1582



47
Properties=species:S:1:pos:R:3 method="wB97M-V/def2-TZVPD" multiplicity=1 e_homo_ha=-0.307 smiles="CCCS(=O)(=O)N1CCc2ccc(NC(=O)c3ccccc3Cl)cc2C1" e_above_lowest_kj_mol=67.0 gap_ev=8.94
Cl -2.7130 1.8915 1.6660
S 2.7140 0.5050 0.7165
O 2.7183 -0.4677 1.7744
O -4.4851 -0.9324 1.4135
O 1.6175 1.4246 0.6582
N -2.4844 -1.8057 0.9528
N 2.8647 -0.2342 -0.8026
C 4.2931 1.4051 0.7992
C 3.6120 3.6003 -0.2378
C 1.3334 -2.5426 -0.5999
C -1.2180 -1.9969 0.3971
C 0.6547 -3.5021 0.1322
C 4.4526 2.3377 -0.3862
C -0.6108 -3.2351 0.6158
C -3.2717 0.1469 -0.3129
C -3.4643 -0.8794 0.7605
C -2.8936 2.4376 -0.9719
C 0.7283 -1.3080 -0.8241
C -3.3883 0.7728 -2.6323
C -0.5254 -1.0232 -0.3161
C 3.5820 -1.4979 -0.7545
C 1.5875 -0.2870 -1.5050
C 2.7167 -2.7117 -1.1457
C -2.9902 1.4704 0.0162
C -3.0949 2.0839 -2.2947
C -3.4787 -0.1917 -1.6444
H 1.1154 -4.4586 0.3300
H 3.6861 4.2121 -1.1334
H 5.0506 0.6268 0.8211
H 3.9564 4.1889 0.6096
H 4.4501 -1.4296 -1.4209
H -2.6635 3.4551 -0.6993
H -3.7099 -1.2154 -1.8982
H 3.9319 -1.6286 0.2717
H 3.1804 -3.6247 -0.7729
H -2.7451 -2.5003 1.6457
H -0.9304 -0.0370 -0.4567
H -3.5498 0.5015 -3.6643
H 4.1512 1.7961 -1.2847
H 4.2887 1.9362 1.7476
H -1.1345 -3.9880 1.1877
H 1.7844 -0.5460 -2.5506
H 2.6666 -2.7755 -2.2372
H 1.1469 0.7071 -1.4526
H -3.0242 2.8380 -3.0638
H 2.5720 3.3351 -0.0745
H 5.5065 2.6097 -0.4908



61
Properties=species:S:1:pos:R:3 method="wB97M-V/def2-TZVPD" multiplicity=1 e_homo_ha=-0.233 e_above_lowest_kj_mol=221.9 gap_ev=4.80
O -2.1413 3.0174 0.2999
O 0.1954 4.2942 1.4616
N -5.0798 -1.1067 3.7167
N 4.9470 -0.9837 3.7185
C 1.9900 4.5233 -0.1308
C -2.9884 1.6003 -2.0442
C 0.1224 2.8962 -0.4402
C -6.1945 -0.9176 2.8074
C -2.0563 3.0061 -4.2803
C -3.7403 0.7291 2.8453
C 1.1958 0.7000 2.8059
C -3.6756 1.5205 -3.2554
C -3.8572 -0.5359 3.4886
C -1.4423 -0.7643 3.3992
C -1.3048 0.5386 2.8188
C -2.5048 1.2754 2.6165
C 3.7607 -0.3723 3.4499
C -1.8390 2.4052 -1.9450
C -2.6649 -1.2165 3.8521
C -0.0877 1.1217 2.3916
C 0.7061 3.9149 0.3960
C 1.4034 -0.0996 3.9751
C -1.3508 3.0683 -3.0743
C 2.6236 -0.6705 4.2481
C 5.0540 -1.9178 4.8252
C 3.6060 0.5575 2.3769
C -5.2559 -2.1456 4.7150
C 6.0774 -0.9409 2.8124
C -1.2993 2.7648 -0.5779
C 2.3644 1.0723 2.0676
C -3.2287 2.2479 -4.3725
H -7.1334 -0.9353 3.3753
H 2.7088 -1.3735 5.0776
H -6.3307 -2.2960 4.8653
H -3.3510 1.0792 -1.1538
H -0.4473 3.6736 -2.9747
H -6.2486 -1.7241 2.0541
H -2.4283 2.2855 2.2238
H -4.7997 -3.0986 4.4063
H 2.7888 3.7786 -0.2369
H -3.8101 2.2400 -5.2973
H -4.5770 0.9112 -3.3195
H -1.6975 3.5750 -5.1357
H -0.1613 1.9827 1.7296
H 1.8009 4.9779 -1.1106
H 6.1146 -2.1347 4.9897
H 4.4829 0.8471 1.7957
H -2.7351 -2.1382 4.4331
H -6.1095 0.0375 2.2808
H -4.6369 1.2874 2.5828
H 5.9672 -1.6480 1.9720
H -4.8013 -1.8398 5.6676
H 2.3308 5.3023 0.5528
H 6.2121 0.0667 2.4048
H 2.2524 1.7585 1.2264
H 0.5804 -0.2927 4.6636
H -0.5783 -1.4211 3.4837
H 6.9673 -1.2237 3.3865
H 4.6302 -1.4734 5.7366
H 4.5200 -2.8620 4.6213
H 0.7469 2.4377 -1.2093



93
Properties=species:S:1:pos:R:3 method="wB97M-V/def2-TZVPD" total_charge=+1 multiplicity=1 e_homo_ha=-0.391 e_above_lowest_kj_mol=94.9 gap_ev=7.15
Ir 1.5657 0.9070 -0.3106
Cl 5.5560 1.1522 4.1918
O 4.8188 1.5022 -2.4880
O 2.8449 0.6530 -1.8651
N 0.7429 -0.9626 -0.5945
N 2.0336 2.8724 -0.0439
N 0.3095 0.8005 1.3151
N 0.2049 1.7725 -1.5378
C -3.1401 1.1823 4.9443
C -1.3372 -5.5018 -0.2710
C 2.6633 4.9929 0.3407
C -1.7620 -4.3998 -1.2539
C 0.1354 -2.8245 -1.9309
C 0.9101 -1.7071 -1.6862
C -1.8324 0.5114 -2.0094
C -2.4596 0.9684 -0.7177
C -3.2931 2.2352 -0.9301
C 0.1811 1.7335 2.2654
C 5.6990 1.5543 0.2218
C -2.0884 -0.6283 -4.1190
C -3.2222 -4.0072 -0.9893
C 4.0743 1.0852 -1.6391
C -1.1435 0.1289 6.0467
C 3.6592 0.4319 0.7728
C -0.3385 -0.3731 1.4535
C 4.5043 0.9841 -0.1894
C -1.2523 0.3138 3.5761
C 1.1197 1.3747 -4.3427
C -0.1360 0.7660 -3.7576
C -2.7854 -1.2792 4.8052
C 2.0889 0.3557 -4.9412
C -2.0804 0.0764 4.8301
C -0.9901 -2.4177 0.1194
C 6.0291 1.5972 1.5675
C -1.1078 -0.6387 2.5730
C -0.8561 -3.1979 -1.0314
C -2.5506 -0.3304 -2.8462
C -0.9119 -0.0622 -4.5708
C -1.6537 -4.9289 -2.6847
C 0.3185 3.0686 -1.6346
C -0.1919 -1.3109 0.3138
C -0.5864 1.5260 3.3892
C 1.6418 5.0412 -0.5996
C 5.1536 1.0736 2.5123
C 3.9630 0.4803 2.1272
C -0.6045 1.0178 -2.4601
C 1.2591 3.7139 -0.8226
C 2.8768 3.6420 0.6522
H -0.3002 -5.7979 -0.4368
H -3.7518 1.0096 5.8302
H 2.4655 -0.3178 -4.1741
H 2.8354 -0.2760 0.4886
H 6.9555 2.0489 1.8952
H -1.7214 -0.0176 6.9598
H 3.2040 5.8258 0.7581
H -3.7979 1.1885 4.0733
H 3.3098 0.0388 2.8678
H -4.0727 2.0668 -1.6734
H -0.3865 -0.6555 5.9938
H -3.7677 2.5513 -0.0004
H -2.6647 -1.2737 -4.7696
H 1.2191 5.9154 -1.0673
H 1.6705 -1.3631 -2.3748
H -1.9685 -6.3808 -0.4077
H -3.5242 -3.1715 -1.6234
H -2.0751 -2.1082 4.7796
H -1.7045 1.1752 0.0338
H 6.3454 1.9915 -0.5277
H -3.5030 -0.7217 -2.5061
H -2.6686 3.0569 -1.2853
H 2.9499 0.8702 -5.3659
H -1.8677 -4.1488 -3.4183
H -1.4372 -5.1726 0.7649
H -3.1016 0.1726 -0.3299
H -3.3811 -1.3898 5.7110
H -3.8712 -4.8541 -1.2127
H -3.3982 -3.7326 0.0514
H -0.6346 1.0902 6.1243
H -0.6516 2.3183 4.1213
H -0.6665 -5.3439 -2.8937
H -0.3052 3.6006 -2.3459
H 3.5948 3.2185 1.3377
H 0.7164 2.6583 2.0956
H 0.3022 -3.3722 -2.8457
H -1.5950 -1.5975 2.6568
H -2.3782 -5.7304 -2.8275
H -2.6916 2.1711 5.0410
H 0.8050 2.0619 -5.1347
H 1.6239 -0.2330 -5.7325
H -0.5791 -0.2583 -5.5822
H -1.7490 -2.6564 0.8496
H -3.4641 -1.3682 3.9542
H 1.6517 1.9665 -3.6030



17
Properties=species:S:1:pos:R:3 method="wB97M-V/def2-TZVPD" multiplicity=1 e_homo_ha=-0.288 smiles="C=C[C@H]1C=CC=CN1I" e_above_lowest_kj_mol=22.9 gap_ev=7.51
I -1.0335 -3.0957 0.7228
N -0.4237 -1.1123 0.8202
C -1.1642 0.9260 -0.3583
C 1.6702 -0.0287 1.2766
C 1.0320 -0.0189 -1.0493
C 1.9451 0.2405 -0.1002
C 0.6253 -0.8215 1.6154
C -0.3713 -0.2783 -0.7025
C -2.2818 1.2732 -0.9708
H 2.3856 0.2603 2.0294
H 2.9572 0.5142 -0.3631
H -0.8945 -0.9196 -1.4050
H 1.2925 -0.0591 -2.0961
H -2.6858 0.7145 -1.7994
H 0.5598 -1.2612 2.6033
H -0.7719 1.5221 0.4520
H -2.8409 2.1444 -0.6751



21
Properties=species:S:1:pos:R:3 method="wB97M-V/def2-TZVPD" total_charge=+1 multiplicity=1 e_homo_ha=-0.496 e_above_lowest_kj_mol=263.0 gap_ev=9.60
N -1.7262 0.7929 0.0115
N 0.9868 -0.1358 -0.2204
C -2.4734 -1.4276 0.4148
C 2.2282 -0.3816 -0.2219
C 0.0469 -1.0341 -0.7892
C -1.4527 -0.4461 0.0054
C -1.0196 1.9793 -0.2831
C 3.2220 0.4513 0.4927
H -0.1186 2.0951 0.2809
H -2.6065 0.9818 0.5850
H 4.0049 0.6372 -0.3369
H -3.1753 -1.8099 -0.2576
H 3.5743 -0.0723 1.3622
H 2.6321 -1.2609 -0.7609
H 2.7565 1.4044 0.8307
H -1.8934 -2.3365 0.6736
H 0.3040 -2.0608 -0.6267
H -0.6185 1.9517 -1.2391
H -1.5453 2.9345 -0.1087
H -3.0296 -1.0492 1.2134
H -0.2411 -0.7177 -1.6970



14
Properties=species:S:1:pos:R:3 method="wB97M-V/def2-TZVPD" multiplicity=1 e_homo_ha=-0.346 e_above_lowest_kj_mol=208.1 gap_ev=9.96
O -0.1344 1.6069 1.1597
O 1.6912 -0.1810 -1.4715
N -0.9136 -0.6000 1.2016
C 0.4734 -0.3453 -0.8564
C 0.3615 -0.9363 0.5568
C -1.0400 0.6381 1.4505
C -0.6388 -0.0317 -1.5225
H 1.1810 -0.6076 1.2195
H 0.4258 -2.0209 0.4624
H 0.2817 1.3200 0.3387
H -0.5902 0.4477 -2.4936
H -1.5933 -0.3296 -1.0945
H -1.9351 1.0386 1.9264
H 2.4310 0.0011 -0.8771